[1]
A gas-phase ion, C2H3O2 (charge +1). Source: the Open Molecules 2025 dataset; level of theory: ωB97M-V/def2-TZVPD.

The energy is -6207.166 eV. The calculation puts the HOMO energy at -18.0 eV. As for the energy above the lowest of the compared OMol25 structures with the same formula, charge and spin: 16.97 kcal/mol. The lowest unoccupied orbital energy is -6.8 eV. The calculation puts the max |F| at 4.21 eV Å⁻¹. As for the HOMO-LUMO gap: 11.21 eV.

ORCA input file:
```
! wB97M-V def2-TZVPD RIJCOSX def2/J DEFGRID3
* xyz 1 1
C 1.159 -0.350 0.050
C -1.180 0.526 -0.178
O -1.433 -0.572 -0.185
O 0.466 0.653 0.021
H 2.110 -0.365 0.560
H 0.605 -1.370 0.000
H -1.726 1.479 -0.269
*
```

=====

[2]
A gas-phase ion, C2H3O2 (charge +1). Source: the Open Molecules 2025 dataset; level of theory: ωB97M-V/def2-TZVPD.

The energy is -6207.118 eV. The calculation puts the HOMO energy at -20.1 eV. As for the energy above the lowest of the compared OMol25 structures with the same formula, charge and spin: 18.10 kcal/mol. The lowest unoccupied orbital energy is -5.8 eV. The calculation puts the max |F| at 4.08 eV Å⁻¹. As for the HOMO-LUMO gap: 14.27 eV.

ORCA input file:
```
! wB97M-V def2-TZVPD RIJCOSX def2/J DEFGRID3
* xyz 1 1
C 0.871 0.170 -0.458
C -0.752 -0.084 0.373
O -0.287 0.630 -0.752
O 0.609 -0.455 0.595
H 1.866 0.284 -1.120
H -1.084 0.413 1.195
H -1.224 -0.958 0.166
*
```

=====

[3]
A molecular structure, C2H3O2Rb. Source: the Open Molecules 2025 dataset; level of theory: ωB97M-V/def2-TZVPD.

The energy is -6866.142 eV. The expectation value of S² is 0.753. The calculation puts the HOMO energy (spin up / spin down) at -12.9 / -16.3 eV. As for the energy above the lowest of the compared OMol25 structures with the same formula, charge and spin: 0.00 kcal/mol. The lowest unoccupied orbital energy (spin up / spin down) is -4.0 / -4.6 eV. The calculation puts the max |F| at 1.10 eV Å⁻¹. As for the HOMO-LUMO gap (spin up / spin down): 8.93 / 11.69 eV.

ORCA input file:
```
! wB97M-V def2-TZVPD RIJCOSX def2/J DEFGRID3
* xyz 1 2
O 3.902 2.024 0.497
C 2.828 1.744 0.194
Rb -1.686 1.738 -1.094
O 1.694 1.533 0.009
C -1.729 -1.683 0.088
H -0.670 -1.894 -0.072
H -2.351 -2.039 -0.737
H -1.988 -1.422 1.117
*
```

=====

[4]
A molecular structure, C2H3O2Rh. Source: the Open Molecules 2025 dataset; level of theory: ωB97M-V/def2-TZVPD.

The energy is -9175.259 eV. The expectation value of S² is 8.762. The calculation puts the HOMO energy (spin up / spin down) at -26.7 / -29.7 eV. As for the energy above the lowest of the compared OMol25 structures with the same formula, charge and spin: 0.00 kcal/mol. The lowest unoccupied orbital energy (spin up / spin down) is -17.8 / -22.8 eV. The calculation puts the max |F| at 4.02 eV Å⁻¹. As for the HOMO-LUMO gap (spin up / spin down): 8.87 / 6.92 eV.

ORCA input file:
```
! wB97M-V def2-TZVPD RIJCOSX def2/J DEFGRID3
* xyz 3 6
H 0.086 -1.350 -1.004
C -1.255 0.745 0.142
O -1.634 1.852 0.008
O 0.055 0.420 0.159
C 0.362 -1.012 -0.004
H 1.438 -1.111 0.160
H -0.437 -1.445 0.663
Rh 1.385 1.902 -0.123
*
```

=====

[5]
A molecular structure, C2H3O2S2. Source: the Open Molecules 2025 dataset; level of theory: ωB97M-V/def2-TZVPD.

The energy is -27887.873 eV. The calculation puts the HOMO energy (spin up / spin down) at -4.1 / -4.1 eV. As for the energy above the lowest of the compared OMol25 structures with the same formula, charge and spin: 46.29 kcal/mol. The lowest unoccupied orbital energy (spin up / spin down) is 2.9 / 2.9 eV. The calculation puts the max |F| at 3.79 eV Å⁻¹. As for the HOMO-LUMO gap (spin up / spin down): 7.07 / 7.08 eV.

ORCA input file:
```
! wB97M-V def2-TZVPD RIJCOSX def2/J DEFGRID3
* xyz -1 1
C 2.704 1.190 0.773
C -2.039 -0.776 -0.591
O 2.738 1.663 1.843
O 3.227 1.157 -0.295
S 1.406 0.007 -0.050
S -1.128 -1.083 0.944
H -3.125 -1.279 -0.349
H -1.480 -1.208 -1.452
H -2.304 0.329 -0.823
*
```

=====

[6]
A gas-phase ion, C2H3O2S2 (charge -1). Source: the Open Molecules 2025 dataset; level of theory: ωB97M-V/def2-TZVPD.

The energy is -27888.339 eV. The calculation puts the HOMO energy at -3.8 eV. As for the energy above the lowest of the compared OMol25 structures with the same formula, charge and spin: 35.52 kcal/mol. The lowest unoccupied orbital energy is 3.9 eV. The calculation puts the max |F| at 3.77 eV Å⁻¹. As for the HOMO-LUMO gap: 7.64 eV.

ORCA input file:
```
! wB97M-V def2-TZVPD RIJCOSX def2/J DEFGRID3
* xyz -1 1
C -0.071 -0.245 -0.308
C 0.599 0.365 0.607
S 2.340 0.676 0.235
O 2.570 0.860 -1.181
O 2.715 1.804 1.086
S 3.189 -1.078 0.804
H -1.028 -0.533 -0.033
H 0.531 -0.577 -1.258
H 0.397 0.808 1.633
*
```

=====

[7]
A gas-phase ion, C2H3O2S2 (charge -1). Source: the Open Molecules 2025 dataset; level of theory: ωB97M-V/def2-TZVPD.

The energy is -27883.333 eV. The expectation value of S² is 2.020. The calculation puts the HOMO energy (spin up / spin down) at -0.7 / -4.8 eV. As for the energy above the lowest of the compared OMol25 structures with the same formula, charge and spin: 75.09 kcal/mol. The lowest unoccupied orbital energy (spin up / spin down) is 3.7 / 2.8 eV. The calculation puts the max |F| at 3.34 eV Å⁻¹. As for the HOMO-LUMO gap (spin up / spin down): 4.45 / 7.59 eV.

ORCA input file:
```
! wB97M-V def2-TZVPD RIJCOSX def2/J DEFGRID3
* xyz -1 3
C 1.373 0.460 -0.299
C 0.516 -0.193 0.479
O -1.236 -1.474 -1.166
O -1.904 -0.708 1.428
S -1.972 1.428 -0.570
S -1.296 -0.231 0.180
H 2.503 0.278 -0.236
H 0.988 1.084 -1.207
H 1.029 -0.643 1.392
*
```

=====

[8]
A molecular structure, C2H3O2Tl. Source: the Open Molecules 2025 dataset; level of theory: ωB97M-V/def2-TZVPD.

The energy is -10886.256 eV. The calculation puts the HOMO energy at -21.6 eV. As for the energy above the lowest of the compared OMol25 structures with the same formula, charge and spin: 25.12 kcal/mol. The lowest unoccupied orbital energy is -16.1 eV. The calculation puts the max |F| at 9.74 eV Å⁻¹. As for the HOMO-LUMO gap: 5.52 eV.

ORCA input file:
```
! wB97M-V def2-TZVPD RIJCOSX def2/J DEFGRID3
* xyz 2 1
Tl -0.954 -19.306 29.376
C 4.615 -20.187 25.363
C 3.473 -19.949 26.427
O 2.742 -18.928 26.372
O 3.241 -20.807 27.233
H 4.830 -19.303 24.764
H 4.430 -20.985 24.644
H 5.502 -20.473 25.929
*
```

=====

Please write out number 8 again, unchanged.
A molecular structure, C2H3O2Tl. Source: the Open Molecules 2025 dataset; level of theory: ωB97M-V/def2-TZVPD.

The energy is -10886.256 eV. The calculation puts the HOMO energy at -21.6 eV. As for the energy above the lowest of the compared OMol25 structures with the same formula, charge and spin: 25.12 kcal/mol. The lowest unoccupied orbital energy is -16.1 eV. The calculation puts the max |F| at 9.74 eV Å⁻¹. As for the HOMO-LUMO gap: 5.52 eV.

ORCA input file:
```
! wB97M-V def2-TZVPD RIJCOSX def2/J DEFGRID3
* xyz 2 1
Tl -0.954 -19.306 29.376
C 4.615 -20.187 25.363
C 3.473 -19.949 26.427
O 2.742 -18.928 26.372
O 3.241 -20.807 27.233
H 4.830 -19.303 24.764
H 4.430 -20.985 24.644
H 5.502 -20.473 25.929
*
```

=====

What did the third record say?
A molecular structure, C2H3O2Rb. Source: the Open Molecules 2025 dataset; level of theory: ωB97M-V/def2-TZVPD.

The energy is -6866.142 eV. The expectation value of S² is 0.753. The calculation puts the HOMO energy (spin up / spin down) at -12.9 / -16.3 eV. As for the energy above the lowest of the compared OMol25 structures with the same formula, charge and spin: 0.00 kcal/mol. The lowest unoccupied orbital energy (spin up / spin down) is -4.0 / -4.6 eV. The calculation puts the max |F| at 1.10 eV Å⁻¹. As for the HOMO-LUMO gap (spin up / spin down): 8.93 / 11.69 eV.

ORCA input file:
```
! wB97M-V def2-TZVPD RIJCOSX def2/J DEFGRID3
* xyz 1 2
O 3.902 2.024 0.497
C 2.828 1.744 0.194
Rb -1.686 1.738 -1.094
O 1.694 1.533 0.009
C -1.729 -1.683 0.088
H -0.670 -1.894 -0.072
H -2.351 -2.039 -0.737
H -1.988 -1.422 1.117
*
```

=====

Repeat the first record exactly.
A gas-phase ion, C2H3O2 (charge +1). Source: the Open Molecules 2025 dataset; level of theory: ωB97M-V/def2-TZVPD.

The energy is -6207.166 eV. The calculation puts the HOMO energy at -18.0 eV. As for the energy above the lowest of the compared OMol25 structures with the same formula, charge and spin: 16.97 kcal/mol. The lowest unoccupied orbital energy is -6.8 eV. The calculation puts the max |F| at 4.21 eV Å⁻¹. As for the HOMO-LUMO gap: 11.21 eV.

ORCA input file:
```
! wB97M-V def2-TZVPD RIJCOSX def2/J DEFGRID3
* xyz 1 1
C 1.159 -0.350 0.050
C -1.180 0.526 -0.178
O -1.433 -0.572 -0.185
O 0.466 0.653 0.021
H 2.110 -0.365 0.560
H 0.605 -1.370 0.000
H -1.726 1.479 -0.269
*
```